[1]
C44H38Br9N7O12 | ωB97M-V with the def2-TZVPD basis set

Geometry as XYZ:
```
110
Properties=species:S:1:pos:R:3
C 4.223 1.068 -5.635
Br 3.388 0.517 -7.278
Br 4.380 3.028 -5.521
Br 6.016 0.345 -5.412
H 3.644 0.769 -4.776
C -4.792 -1.140 -2.134
Br -5.219 0.602 -1.464
Br -4.401 -1.224 -4.060
Br -6.014 -2.506 -1.512
H -3.834 -1.427 -1.721
C 0.603 -2.374 -4.574
Br -0.178 -3.508 -3.197
Br -0.375 -0.704 -4.611
Br 0.529 -3.341 -6.285
H 1.609 -2.146 -4.260
C 3.162 0.400 -2.118
C 2.550 -0.829 -1.872
C 1.309 -0.851 -1.236
C 0.633 0.330 -1.032
C 1.239 1.569 -1.265
C 2.493 1.581 -1.824
N -0.724 0.354 -0.506
O -1.269 1.418 -0.305
O -1.254 -0.721 -0.334
H 4.182 0.248 -2.463
H 3.138 -1.735 -1.944
H 0.766 -1.783 -1.132
H 0.722 2.497 -1.089
H 3.062 2.478 -2.048
C -3.006 2.434 -4.364
C -2.390 2.694 -5.589
C -1.095 3.176 -5.637
C -0.382 3.364 -4.456
C -0.982 3.010 -3.259
C -2.296 2.571 -3.180
N 0.911 4.041 -4.487
O 1.434 4.224 -5.568
O 1.319 4.504 -3.440
H -4.018 2.041 -4.371
H -2.957 2.418 -6.468
H -0.640 3.399 -6.593
H -0.484 3.250 -2.328
H -2.649 2.412 -2.169
C 2.873 -6.041 3.953
C 1.767 -6.020 3.114
C 1.829 -5.130 2.052
C 2.956 -4.382 1.781
C 4.037 -4.443 2.627
C 3.998 -5.242 3.763
N 2.914 -3.449 0.670
O 1.882 -3.293 0.085
O 3.948 -2.929 0.363
H 2.908 -6.676 4.837
H 0.914 -6.670 3.221
H 0.947 -5.058 1.427
H 4.962 -3.896 2.482
H 4.784 -5.298 4.496
C -1.384 4.885 1.297
C -0.367 3.985 1.633
C 0.871 4.086 1.049
C 1.165 5.129 0.183
C 0.185 6.025 -0.156
C -1.093 5.904 0.406
N 2.512 5.271 -0.364
O 3.216 4.274 -0.353
O 2.818 6.350 -0.816
H -2.369 4.835 1.741
H -0.556 3.239 2.394
H 1.659 3.453 1.446
H 0.307 6.922 -0.749
H -1.774 6.727 0.237
C -5.647 1.866 3.238
C -5.369 1.262 4.444
C -4.095 0.839 4.764
C -3.124 0.958 3.788
C -3.353 1.574 2.560
C -4.650 1.966 2.257
N -1.823 0.320 4.051
O -1.688 -0.215 5.129
O -0.906 0.490 3.281
H -6.664 2.081 2.938
H -6.190 1.056 5.124
H -3.842 0.304 5.668
H -2.546 1.732 1.857
H -4.988 2.278 1.279
C 3.645 0.881 2.840
C 3.564 0.676 4.215
C 2.601 -0.171 4.728
C 1.818 -0.901 3.844
C 1.829 -0.652 2.486
C 2.760 0.253 1.990
N 0.976 -1.996 4.333
O 0.266 -2.575 3.542
O 1.063 -2.262 5.501
H 4.378 1.595 2.484
H 4.163 1.277 4.886
H 2.526 -0.396 5.782
H 1.194 -1.177 1.790
H 2.732 0.504 0.940
N -2.726 -3.266 -0.742
C -2.200 -3.225 0.451
C -1.949 -4.353 1.273
C -2.234 -5.572 0.723
C -2.775 -5.652 -0.567
C -3.061 -4.495 -1.240
H -1.826 -2.283 0.852
H -1.631 -4.212 2.296
H -2.105 -6.520 1.241
H -2.974 -6.594 -1.063
H -3.412 -4.405 -2.261
```

Properties
- ΔE to the lowest compared entry with this formula, charge and spin: 0.0 kcal per mole
- LUMO: -0.025 Ha
- Kohn-Sham gap: 9.0 eV
- Total charge: 0

[2]
C44H38FeN7O6Te | ωB97M-V with the def2-TZVPD basis set

Geometry as XYZ:
```
97
Properties=species:S:1:pos:R:3
Fe -0.323 0.071 -0.481
O -3.966 -0.634 1.891
C -3.023 0.069 1.304
O -2.843 0.093 0.090
C -2.129 0.835 2.192
C -2.216 1.010 3.567
C -1.226 1.762 4.187
C -0.197 2.323 3.437
C -0.177 2.081 2.071
N -1.130 1.372 1.486
C 0.908 2.499 1.066
O 1.935 3.019 1.443
O 0.600 2.178 -0.135
H -4.486 -1.162 1.263
H -3.026 0.560 4.119
H -1.261 1.900 5.255
H 0.582 2.917 3.883
C 2.795 1.281 -1.811
C 2.836 0.655 -0.466
N 1.982 -0.253 -0.024
C 2.368 -0.545 1.258
C 3.454 0.201 1.587
N 3.744 0.959 0.484
C 4.775 1.963 0.419
N 6.041 1.406 0.783
N 6.789 1.923 1.761
N 7.852 1.273 1.892
C 7.892 0.246 0.999
C 8.834 -0.746 0.740
C 8.521 -1.664 -0.235
C 7.315 -1.604 -0.947
C 6.377 -0.620 -0.721
C 6.683 0.314 0.260
H 1.931 0.898 -2.351
H 3.705 1.078 -2.375
H 2.674 2.359 -1.716
H 1.843 -1.272 1.844
H 4.031 0.261 2.487
H 4.543 2.777 1.117
H 4.804 2.362 -0.600
H 9.764 -0.776 1.281
H 9.216 -2.456 -0.462
H 7.124 -2.351 -1.701
H 5.450 -0.583 -1.271
Te -1.965 2.989 -0.522
C -2.907 2.646 -2.409
C -2.564 3.528 -3.428
C -3.218 3.449 -4.645
C -4.197 2.489 -4.846
C -4.508 1.588 -3.839
C -3.855 1.655 -2.620
C -3.771 3.463 0.528
C -3.759 4.673 1.222
C -4.901 5.107 1.873
C -6.044 4.320 1.866
C -6.046 3.104 1.200
C -4.916 2.676 0.527
H -1.806 4.283 -3.260
H -2.974 4.144 -5.434
H -4.712 2.437 -5.792
H -5.269 0.841 -4.003
H -4.068 0.936 -1.844
H -2.862 5.285 1.224
H -4.905 6.062 2.379
H -6.933 4.656 2.375
H -6.933 2.490 1.196
H -4.932 1.742 -0.012
C -2.566 -5.391 -1.261
O -1.379 -4.617 -1.239
C -1.333 -3.421 -1.855
C -2.415 -2.765 -2.446
C -2.256 -1.514 -3.011
C -1.008 -0.906 -3.071
C 0.100 -1.589 -2.577
C -0.065 -2.810 -1.928
N 1.064 -3.467 -1.401
C 1.210 -3.997 -0.202
C 0.463 -3.839 0.972
C 0.714 -4.794 1.998
C 0.029 -4.797 3.177
C -0.945 -3.811 3.408
C -1.166 -2.824 2.491
C -0.469 -2.762 1.249
O -0.639 -1.763 0.475
H -2.302 -6.327 -0.770
H -2.886 -5.597 -2.285
H -3.375 -4.909 -0.707
H -3.385 -3.236 -2.468
H -3.110 -1.015 -3.438
H -0.894 0.046 -3.569
H 1.101 -1.208 -2.722
H 1.817 -3.608 -2.067
H 2.062 -4.661 -0.119
H 1.455 -5.556 1.807
H 0.236 -5.542 3.927
H -1.511 -3.824 4.326
H -1.872 -2.035 2.703
```

Properties
- ΔE to the lowest compared entry with this formula, charge and spin: 45.8 kcal per mole
- LUMO (alpha / beta): -0.215 / -0.281 Ha
- Kohn-Sham gap (alpha / beta): 6.6 / 4.8 eV
- Total charge: +2
- 2S+1: 6

[3]
C44H39CeOP2 | ωB97M-V with the def2-TZVPD basis set

Geometry as XYZ:
```
87
Properties=species:S:1:pos:R:3
Ce 1.466 0.207 -1.192
P -0.585 2.555 -0.283
C -0.691 0.814 0.281
O -0.276 0.411 1.407
P -0.440 -2.296 -0.638
C -0.457 3.549 1.194
C -2.067 2.958 -1.191
C 0.846 2.730 -1.331
C 1.117 -3.223 -0.952
C -1.097 -3.103 0.871
C -1.612 -2.860 -1.929
C 0.589 4.474 1.358
C 0.739 5.131 2.579
C -0.128 4.856 3.639
C -1.205 3.980 3.460
C -1.387 3.354 2.229
H 1.291 4.654 0.546
H 1.554 5.844 2.719
H 0.032 5.330 4.605
H -1.890 3.769 4.282
H -2.225 2.674 2.079
C 2.127 2.580 -0.722
C 3.288 2.631 -1.529
C 3.171 2.865 -2.908
C 1.915 2.990 -3.507
C 0.748 2.875 -2.755
H 2.215 2.362 0.357
H 4.263 2.504 -1.048
H 4.067 2.955 -3.527
H 1.840 3.195 -4.576
H -0.235 2.998 -3.220
C -2.613 4.238 -0.986
C -3.713 4.646 -1.733
C -4.279 3.772 -2.668
C -3.725 2.508 -2.892
C -2.611 2.093 -2.158
H -2.159 4.902 -0.248
H -4.117 5.646 -1.573
H -5.153 4.086 -3.231
H -4.147 1.831 -3.640
H -2.156 1.115 -2.329
C -2.134 -4.055 0.885
C -2.565 -4.616 2.093
C -1.989 -4.218 3.306
C -0.977 -3.249 3.311
C -0.553 -2.696 2.106
H -2.607 -4.356 -0.049
H -3.361 -5.364 2.087
H -2.339 -4.644 4.248
H -0.528 -2.912 4.249
H 0.201 -1.910 2.101
C 1.923 -2.797 -2.033
C 3.240 -3.245 -2.144
C 3.759 -4.137 -1.200
C 2.950 -4.609 -0.158
C 1.644 -4.143 -0.022
H 1.534 -2.085 -2.779
H 3.867 -2.871 -2.958
H 4.802 -4.462 -1.261
H 3.347 -5.320 0.566
H 1.042 -4.477 0.821
C -1.366 -3.995 -2.718
C -2.300 -4.389 -3.679
C -3.469 -3.649 -3.875
C -3.719 -2.518 -3.091
C -2.796 -2.116 -2.126
H -0.454 -4.574 -2.568
H -2.105 -5.287 -4.264
H -4.185 -3.959 -4.635
H -4.639 -1.947 -3.218
H -2.989 -1.238 -1.505
H 3.036 -0.065 -2.050
H -1.397 0.175 -0.337
C 2.878 -0.306 0.722
C 2.620 -0.046 2.143
C 2.357 -1.119 3.028
C 1.885 -0.888 4.319
C 1.631 0.419 4.750
C 2.007 1.495 3.933
C 2.581 1.262 2.680
H 3.637 0.339 0.236
H 3.052 -1.373 0.499
H 2.503 -2.145 2.685
H 1.670 -1.721 4.993
H 1.183 0.599 5.729
H 1.842 2.526 4.264
H 2.981 2.086 2.078
```

Properties
- LUMO (alpha / beta): -0.389 / -0.395 Ha
- Kohn-Sham gap (alpha / beta): 5.1 / 5.0 eV
- Total charge: +3

Q: Which formula does entry 3 have?
A: C44H39CeOP2

Q: total charge of number 3 (C44H39CeOP2)?
A: +3